Molecular formula: C5H15NP
Method: DFT, the ωB97M-V functional and the def2-TZVPD basis

Frontier orbital gap (alpha / beta), eV: 8.89 / 5.63
E_tot, eV: -16196.64681
Molecular weight, g mol⁻¹: 120.156
Energy above the lowest of the compared OMol25 structures with the same formula, charge and spin, eV: 3.465
Charge: +1
Multiplicity: 1

```
22
Properties=species:S:1:pos:R:3:forces:R:3
C 1.265 0.891 1.783 0.15 0.37 0.09
C 2.154 -1.132 0.526 0.42 -0.08 -0.28
C -2.206 0.941 -0.202 0.33 -0.16 0.33
C 1.238 -0.543 1.496 -1.01 -0.11 -0.32
C -1.106 0.158 -0.853 -0.64 0.13 -0.31
N -1.675 -1.135 -1.393 0.16 0.00 0.25
P -0.031 0.988 -2.040 -0.02 -0.28 -0.06
H 2.199 1.163 2.285 0.07 0.08 0.11
H 0.437 1.203 2.414 -0.01 0.08 0.03
H 1.264 1.475 0.856 -0.01 0.06 0.05
H 2.093 -0.595 -0.434 0.08 -0.12 0.04
H 1.970 -2.191 0.367 0.07 -0.04 -0.06
H 3.196 -1.004 0.844 0.06 -0.08 0.00
H -1.827 1.908 0.126 -0.04 -0.02 0.06
H -2.589 0.409 0.672 -0.05 0.09 0.06
H -3.052 1.129 -0.874 0.02 0.00 -0.11
H 0.554 -1.175 2.038 0.00 -0.12 0.17
H -2.506 -0.992 -1.994 0.31 -0.01 0.13
H -0.961 -1.637 -1.932 -0.23 -0.10 0.13
H -1.969 -1.720 -0.599 0.11 0.04 -0.29
H 0.999 0.023 -1.987 0.12 -0.02 -0.18
H 0.549 1.837 -1.098 0.11 0.28 0.15
```
Positions in Å, forces in eV/Å.

Quick look at the Mulliken charges, all values in e:
1. C -0.917
2. C -0.944
3. C -1.441
4. C -0.112
5. C 0.216
6. N -0.290
7. P 0.025
8. H 0.375
9. H 0.275
10. H 0.132
11. H 0.142
12. H 0.276
13. H 0.370
14. H 0.370
15. H 0.386
16. H 0.444
17. H 0.505
18. H 0.365
19. H 0.379
20. H 0.359
21. H 0.029
22. H 0.054

=====

Molecular formula: C26H32AsCl2N3O2S6Si2Ta
Method: DFT, the ωB97M-V functional and the def2-TZVPD basis

Frontier orbital gap, eV: 6.32
E_tot, eV: -204257.20517
Molecular weight, g mol⁻¹: 993.911
Energy above the lowest of the compared OMol25 structures with the same formula, charge and spin, eV: 0.263
Charge: -1
Multiplicity: 1

```
75
Properties=species:S:1:pos:R:3:forces:R:3
Ta 0.388 -0.548 -0.191 -0.10 0.04 -0.50
S 0.523 4.062 0.251 0.03 0.00 0.03
C 0.560 2.433 0.335 0.08 -0.13 0.16
S -0.752 1.398 0.818 0.10 -0.04 -0.02
S 1.928 1.413 -0.023 0.13 0.02 -0.37
S -1.442 -1.602 1.140 0.12 0.11 -0.21
C -2.825 -1.666 0.080 -0.10 -0.02 -0.04
C -4.025 -2.163 0.589 -0.03 -0.03 0.00
C -5.168 -2.236 -0.192 0.04 0.02 -0.01
C -6.376 -2.768 0.371 0.00 0.02 -0.01
N -7.332 -3.201 0.839 0.01 0.00 0.00
C -5.121 -1.786 -1.523 0.03 0.02 0.02
C -3.930 -1.293 -2.032 -0.02 -0.02 -0.01
C -2.771 -1.233 -1.254 -0.10 -0.03 0.00
S -1.316 -0.627 -1.990 0.19 -0.09 0.22
C -6.290 -1.818 -2.356 0.00 -0.01 0.02
N -7.221 -1.834 -3.029 0.01 -0.01 -0.01
H -4.065 -2.503 1.616 0.00 0.01 0.00
H -3.893 -0.949 -3.057 -0.01 0.00 0.00
Cl 0.098 -3.554 -1.174 0.09 -0.07 0.00
C 0.567 -3.356 -2.830 0.02 0.07 0.01
C 0.116 -4.309 -3.726 0.03 -0.01 0.00
C 0.518 -4.247 -5.049 -0.01 -0.03 -0.01
C 1.385 -3.247 -5.448 0.03 0.04 0.01
C 1.812 -2.295 -4.537 -0.03 -0.01 0.07
Cl 2.935 -1.107 -5.112 0.02 0.07 0.00
C 1.386 -2.280 -3.197 0.04 -0.19 -0.08
S 1.927 -0.981 -2.143 -0.26 0.32 0.28
H -0.537 -5.096 -3.375 0.00 0.01 0.00
H 0.171 -4.985 -5.760 0.00 0.00 0.01
H 1.741 -3.188 -6.467 -0.01 0.00 0.00
C -0.224 -4.514 2.451 0.08 0.07 -0.05
Si 1.564 -3.939 2.374 0.01 -0.03 -0.02
C 2.518 -5.266 1.427 -0.09 0.04 0.14
C 2.199 -3.891 4.159 0.02 0.00 -0.06
As 1.884 -1.793 1.474 -0.06 -0.08 0.57
Si 4.173 -1.865 0.944 -0.09 -0.05 -0.11
C 4.561 -3.052 -0.466 0.04 0.08 0.13
C 5.080 -2.414 2.511 -0.01 0.00 -0.05
C 4.834 -0.184 0.447 -0.07 -0.04 0.05
H -0.253 -5.364 3.141 -0.01 -0.03 -0.05
H -0.599 -4.841 1.480 0.01 0.01 0.00
H -0.899 -3.745 2.820 0.02 -0.01 0.07
H 2.212 -6.241 1.819 0.04 -0.02 -0.03
H 3.599 -5.178 1.552 -0.03 0.02 0.02
H 2.288 -5.235 0.361 -0.02 0.00 0.01
H 1.484 -4.398 4.811 0.04 -0.04 0.01
H 2.315 -2.872 4.528 -0.04 0.02 -0.04
H 3.167 -4.390 4.258 -0.02 -0.01 -0.01
H 4.444 -4.099 -0.189 0.01 0.05 0.00
H 5.599 -2.887 -0.775 -0.01 -0.05 -0.02
H 3.919 -2.844 -1.323 -0.01 0.02 0.00
H 5.202 -3.499 2.560 -0.01 0.01 -0.02
H 4.564 -2.097 3.418 -0.01 0.05 -0.04
H 6.075 -1.960 2.519 0.03 -0.07 0.00
H 4.391 0.165 -0.486 0.02 -0.03 -0.02
H 5.914 -0.281 0.296 -0.01 0.02 0.01
H 4.652 0.576 1.209 0.01 -0.01 0.00
O 1.398 1.954 -5.077 -0.06 0.03 -0.12
C 1.181 2.504 -3.877 -0.10 0.03 0.20
O 0.627 1.936 -2.978 -0.04 0.07 -0.26
C 1.736 3.917 -3.731 0.13 -0.03 0.08
N 2.290 4.426 -5.006 -0.04 -0.09 -0.02
C 3.734 4.647 -4.812 -0.01 -0.04 0.01
C 3.897 4.910 -3.319 -0.01 0.03 0.00
C 2.904 3.919 -2.716 -0.03 0.01 0.00
H 0.913 4.543 -3.381 0.02 0.02 0.03
H 1.833 5.289 -5.265 0.00 0.00 0.00
H 1.794 2.679 -5.610 -0.01 -0.04 0.01
H 4.087 5.446 -5.463 -0.01 0.02 0.02
H 4.272 3.734 -5.084 0.01 0.01 -0.01
H 3.597 5.936 -3.087 0.01 0.00 0.00
H 4.917 4.764 -2.964 -0.01 -0.02 0.00
H 2.561 4.178 -1.719 -0.03 0.00 0.04
H 3.343 2.921 -2.651 0.02 -0.01 -0.03
```
Positions in Å, forces in eV/Å.

Quick look at the Mulliken charges, all values in e:
1. Ta 0.042
2. S -0.322
3. C 0.196
4. S -0.216
5. S -0.252
6. S -0.425
7. C 0.800
8. C -0.896
9. C 0.483
10. C -0.174
11. N -0.553
12. C 0.459
13. C -0.958
14. C 0.424
15. S -0.100
16. C -0.152
17. N -0.558
18. H 0.499
19. H 0.530
20. Cl 0.080
21. C 0.231
22. C -0.825
23. C -0.464
24. C -0.707
25. C 0.255
26. Cl -0.211
27. C -0.124
28. S 0.024
29. H 0.434
30. H 0.359
31. H 0.425
32. C -1.115
33. Si 0.646
34. C -1.049
35. C -1.268
36. As 0.432
37. Si 0.514
38. C -0.732
39. C -1.135
40. C -0.919
41. H 0.429
42. H 0.246
43. H 0.303
44. H 0.402
45. H 0.322
46. H 0.200
47. H 0.388
48. H 0.307
49. H 0.349
50. H 0.330
51. H 0.380
52. H -0.021
53. H 0.304
54. H 0.292
55. H 0.389
56. H 0.072
57. H 0.412
58. H 0.279
59. O -0.506
60. C -0.208
61. O -0.369
62. C 0.658
63. N -0.549
64. C -0.639
65. C -0.719
66. C -0.170
67. H 0.324
68. H 0.279
69. H 0.382
70. H 0.422
71. H 0.217
72. H 0.288
73. H 0.377
74. H 0.022
75. H 0.130